No. 1
{"formula": "C67H56Cl4F10O2", "method": "ωB97M-V with the def2-TZVPD basis set", "elements": ["F", "C", "C", "C", "C", "C", "C", "H", "H", "H", "H", "H", "F", "C", "C", "C", "C", "C", "C", "H", "H", "H", "H", "H", "F", "C", "C", "C", "C", "C", "C", "H", "H", "H", "H", "H", "F", "C", "C", "C", "C", "C", "C", "H", "H", "H", "H", "H", "F", "C", "C", "C", "C", "C", "C", "H", "H", "H", "H", "H", "F", "C", "C", "C", "C", "C", "C", "H", "H", "H", "H", "H", "F", "C", "C", "C", "C", "C", "C", "H", "H", "H", "H", "H", "F", "C", "C", "C", "C", "C", "C", "H", "H", "H", "H", "H", "F", "C", "C", "C", "C", "C", "C", "H", "H", "H", "H", "H", "F", "C", "C", "C", "C", "C", "C", "H", "H", "H", "H", "H", "C", "C", "C", "C", "C", "C", "O", "O", "H", "H", "H", "H", "H", "H", "C", "Cl", "Cl", "Cl", "Cl"], "coordinates": [[-0.466, 19.128, -35.050], [-0.345, 18.532, -33.854], [-1.439, 18.562, -33.000], [-1.314, 18.009, -31.721], [-0.139, 17.384, -31.343], [0.908, 17.281, -32.268], [0.809, 17.856, -33.523], [-2.283, 19.140, -33.350], [-2.150, 18.022, -31.033], [-0.091, 16.896, -30.380], [1.845, 16.873, -31.912], [1.716, 17.731, -34.100], [1.153, 15.404, -28.899], [2.209, 14.696, -29.377], [2.133, 13.338, -29.115], [3.058, 12.475, -29.690], [4.123, 13.008, -30.399], [4.225, 14.378, -30.639], [3.271, 15.232, -30.067], [1.382, 12.879, -28.485], [2.925, 11.415, -29.531], [4.880, 12.307, -30.730], [5.002, 14.833, -31.233], [3.343, 16.311, -30.146], [7.358, 22.072, -28.623], [8.686, 22.294, -28.658], [9.501, 21.539, -29.473], [10.851, 21.833, -29.475], [11.382, 22.788, -28.592], [10.548, 23.602, -27.822], [9.185, 23.300, -27.859], [9.061, 20.798, -30.128], [11.556, 21.319, -30.113], [12.442, 22.977, -28.702], [10.918, 24.346, -27.135], [8.542, 23.898, -27.224], [9.412, 18.780, -27.365], [8.768, 17.870, -26.609], [7.419, 17.601, -26.906], [6.776, 16.716, -26.059], [7.441, 16.021, -25.041], [8.768, 16.316, -24.815], [9.449, 17.210, -25.619], [7.016, 18.044, -27.806], [5.804, 16.376, -26.407], [6.920, 15.302, -24.427], [9.373, 15.713, -24.147], [10.511, 17.409, -25.549], [0.942, 20.380, -27.992], [-0.279, 19.828, -27.966], [-0.358, 18.445, -28.031], [-1.619, 17.847, -27.986], [-2.760, 18.624, -27.945], [-2.651, 20.013, -27.877], [-1.397, 20.626, -27.894], [0.519, 17.821, -28.139], [-1.683, 16.770, -28.074], [-3.730, 18.156, -28.047], [-3.511, 20.664, -27.950], [-1.310, 21.703, -27.862], [4.864, 22.267, -31.745], [6.167, 22.559, -31.684], [6.688, 23.023, -30.471], [8.033, 23.304, -30.397], [8.852, 23.068, -31.507], [8.282, 22.692, -32.716], [6.930, 22.431, -32.818], [6.000, 23.096, -29.638], [8.483, 23.552, -29.444], [9.901, 23.316, -31.420], [8.947, 22.563, -33.561], [6.458, 22.167, -33.755], [3.573, 17.961, -23.676], [3.464, 16.700, -24.135], [4.278, 15.704, -23.586], [4.186, 14.435, -24.127], [3.344, 14.153, -25.207], [2.691, 15.220, -25.820], [2.731, 16.494, -25.265], [4.901, 15.943, -22.736], [4.781, 13.685, -23.618], [3.290, 13.128, -25.544], [2.066, 15.015, -26.677], [2.171, 17.302, -25.720], [4.950, 26.282, -29.097], [4.394, 25.633, -30.127], [4.764, 25.943, -31.425], [4.267, 25.163, -32.460], [3.382, 24.147, -32.173], [2.852, 23.913, -30.895], [3.409, 24.694, -29.877], [5.359, 26.849, -31.469], [4.570, 25.276, -33.491], [3.064, 23.484, -32.972], [2.050, 23.208, -30.744], [3.050, 24.520, -28.867], [2.424, 18.309, -30.636], [3.104, 19.071, -29.737], [3.397, 18.501, -28.515], [4.274, 19.189, -27.680], [4.685, 20.469, -28.061], [4.246, 21.104, -29.213], [3.429, 20.363, -30.066], [2.947, 17.548, -28.266], [4.499, 18.916, -26.657], [5.452, 20.989, -27.496], [4.607, 22.078, -29.508], [3.124, 20.752, -31.032], [3.042, 25.882, -23.113], [3.732, 25.306, -24.108], [3.571, 23.935, -24.282], [4.351, 23.296, -25.236], [5.160, 24.051, -26.067], [5.307, 25.422, -25.913], [4.556, 26.052, -24.921], [2.937, 23.407, -23.582], [4.285, 22.221, -25.336], [5.789, 23.634, -26.848], [5.941, 26.040, -26.529], [4.591, 27.098, -24.633], [0.477, 22.734, -32.423], [1.199, 23.533, -33.294], [2.349, 23.007, -33.877], [2.742, 21.698, -33.666], [2.017, 20.930, -32.755], [0.913, 21.464, -32.120], [0.223, 20.713, -31.212], [3.061, 23.839, -34.726], [-0.374, 23.153, -31.900], [0.912, 24.558, -33.478], [3.666, 21.318, -34.080], [2.337, 19.923, -32.522], [0.523, 19.796, -31.171], [3.521, 23.310, -35.383], [7.327, 21.030, -23.902], [8.505, 20.279, -22.814], [6.238, 22.105, -22.944], [8.214, 22.075, -25.050], [6.392, 19.866, -24.762]], "e_lumo_ha": 0.015, "molar_mass_g_mol": 1224.975, "multiplicity": 1, "energy_ev": -151738.417, "total_charge": 0}

***

No. 2
{"formula": "C6H16O", "method": "ωB97M-V with the def2-TZVPD basis set", "elements": ["C", "C", "C", "C", "C", "C", "H", "H", "H", "H", "H", "H", "H", "H", "H", "H", "H", "H", "H", "H", "O", "H", "H"], "coordinates": [[1.122, 1.155, -1.288], [0.830, -0.300, -1.728], [0.781, -1.324, -0.594], [-0.385, -1.191, 0.421], [-1.707, -0.755, -0.231], [-2.285, -1.730, -1.233], [1.955, 1.172, -0.585], [1.362, 1.816, -2.117], [0.191, 1.503, -0.835], [-0.128, -0.230, -2.250], [1.505, -0.582, -2.543], [0.627, -2.273, -1.128], [1.736, -1.499, -0.097], [-0.091, -0.406, 1.127], [-0.516, -2.109, 0.994], [-2.423, -0.306, 0.465], [-1.390, 0.193, -0.683], [-2.387, -2.705, -0.749], [-1.736, -1.886, -2.158], [-3.276, -1.366, -1.523], [1.382, 3.494, 4.016], [1.140, 2.802, 3.396], [2.224, 3.142, 4.354]], "e_lumo_ha": 0.024, "molar_mass_g_mol": 104.193, "smiles": "CCCCCC.O", "multiplicity": 1, "energy_ev": -8528.639, "total_charge": 0}

***

No. 3
{"formula": "C2H2CsLiO2", "method": "ωB97M-V with the def2-TZVPD basis set", "elements": ["H", "O", "C", "C", "O", "Li", "Cs", "H"], "coordinates": [[0.577, -1.870, -0.084], [0.920, 0.504, 1.270], [1.738, -0.423, 0.924], [2.042, -0.754, -0.365], [0.840, -1.199, -0.929], [0.760, 1.542, 2.732], [-1.483, 1.000, -1.096], [2.955, -1.292, -0.622]], "e_lumo_ha": [-0.149, -0.154], "molar_mass_g_mol": 197.882, "multiplicity": 2, "energy_ev": -6945.500, "total_charge": 1}

***

No. 4
{"formula": "C34H31BF3NO2", "method": "ωB97M-V with the def2-TZVPD basis set", "elements": ["C", "C", "C", "C", "C", "C", "C", "C", "C", "C", "C", "C", "C", "C", "C", "C", "C", "C", "C", "C", "C", "H", "H", "H", "H", "H", "H", "H", "H", "H", "H", "H", "H", "H", "H", "H", "H", "H", "C", "C", "C", "C", "O", "C", "N", "C", "B", "F", "F", "F", "C", "C", "C", "C", "C", "C", "C", "O", "H", "H", "H", "H", "H", "H", "H", "H", "H", "H", "H", "H", "H", "H"], "coordinates": [[6.053, -3.630, -2.318], [4.847, -3.936, -1.674], [3.842, -2.975, -1.563], [4.020, -1.675, -2.095], [2.955, -0.672, -2.000], [1.618, -1.087, -1.839], [0.551, -0.261, -1.525], [-0.822, -0.692, -1.658], [-1.874, 0.246, -1.660], [-3.182, -0.140, -1.912], [-3.479, -1.487, -2.165], [-2.453, -2.439, -2.134], [-1.147, -2.057, -1.843], [3.281, 0.753, -2.097], [2.455, 1.655, -2.803], [2.805, 3.000, -2.917], [3.962, 3.483, -2.298], [4.785, 2.608, -1.575], [4.459, 1.256, -1.494], [5.231, -1.399, -2.778], [6.234, -2.360, -2.880], [6.850, -4.372, -2.378], [4.689, -4.928, -1.250], [2.912, -3.224, -1.048], [1.431, -2.149, -1.984], [0.700, 0.815, -1.400], [-1.646, 1.293, -1.464], [-3.965, 0.618, -1.937], [-4.500, -1.788, -2.410], [-2.664, -3.487, -2.350], [-0.362, -2.815, -1.772], [1.546, 1.288, -3.284], [2.150, 3.672, -3.476], [4.211, 4.543, -2.364], [5.680, 2.976, -1.072], [5.114, 0.570, -0.948], [5.367, -0.424, -3.253], [7.162, -2.110, -3.397], [-5.409, 1.645, 1.570], [-4.711, 1.434, 2.894], [-4.656, 2.722, 3.687], [-5.437, 0.364, 3.686], [-3.333, 0.898, 2.710], [-2.499, 1.528, 1.856], [-1.248, 0.859, 1.769], [-0.173, 1.309, 0.984], [-0.140, 2.853, 0.456], [1.197, 3.010, 0.052], [-0.976, 3.044, -0.652], [-0.433, 3.605, 1.593], [0.765, 0.310, 0.898], [0.363, -0.768, 1.756], [-0.925, -0.439, 2.245], [-1.610, -1.269, 3.100], [-0.983, -2.459, 3.516], [0.320, -2.767, 3.084], [0.995, -1.941, 2.178], [-2.772, 2.517, 1.208], [-5.432, 0.709, 0.996], [-6.447, 1.965, 1.748], [-4.892, 2.420, 0.997], [-4.195, 2.541, 4.666], [-4.085, 3.479, 3.138], [-5.674, 3.099, 3.853], [-4.957, 0.194, 4.658], [-6.474, 0.672, 3.871], [-5.462, -0.584, 3.133], [1.753, 0.313, 0.450], [-2.592, -0.978, 3.451], [-1.502, -3.130, 4.200], [0.809, -3.667, 3.466], [1.998, -2.159, 1.798]], "e_lumo_ha": -0.089, "molar_mass_g_mol": 553.433, "multiplicity": 1, "energy_ev": -50178.896, "total_charge": 0}

***

No. 5
{"formula": "C4H11N3S", "method": "ωB97M-V with the def2-TZVPD basis set", "elements": ["C", "N", "N", "C", "C", "N", "S", "C", "H", "H", "H", "H", "H", "H", "H", "H", "H", "H", "H"], "coordinates": [[-1.628, -1.200, 1.194], [-0.767, -1.197, -0.056], [-1.094, -0.181, -1.111], [-0.275, 0.829, -1.180], [-0.323, 1.962, -2.202], [0.705, 0.925, -0.317], [1.993, -0.298, -0.178], [2.072, -0.942, 1.543], [-1.052, -0.430, 1.949], [-1.661, -2.116, 1.859], [-2.662, -0.848, 0.998], [-1.247, -2.034, -0.493], [0.556, 1.995, -2.897], [-1.389, 1.834, -2.684], [-0.658, 2.749, -1.519], [1.224, 1.909, -0.565], [0.973, -1.140, 1.908], [2.512, -0.019, 2.233], [2.720, -1.798, 1.519]], "e_lumo_ha": 0.031, "molar_mass_g_mol": 133.220, "smiles": "CN/N=C(/C)NSC", "multiplicity": 1, "energy_ev": -19627.659, "total_charge": 0}

***

No. 6
{"formula": "C14H28N2O4", "method": "ωB97M-V with the def2-TZVPD basis set", "elements": ["C", "H", "H", "H", "C", "C", "H", "H", "H", "O", "C", "C", "H", "H", "C", "N", "C", "O", "C", "O", "N", "H", "C", "C", "C", "O", "C", "C", "H", "H", "H", "C", "H", "H", "H", "H", "H", "H", "H", "H", "H", "H", "H", "H", "H", "H", "H", "H"], "coordinates": [[2.071, 2.110, -3.090], [1.551, 2.977, -3.519], [3.048, 2.053, -2.987], [1.610, 2.048, -2.107], [1.378, 0.893, -3.983], [0.088, 0.842, -4.067], [-0.174, 1.799, -4.608], [-0.359, -0.216, -4.596], [-0.433, 0.666, -3.084], [2.071, -0.238, -3.141], [2.185, -1.719, -3.760], [2.816, -2.671, -2.971], [3.580, -1.937, -2.630], [3.116, -3.484, -3.377], [1.884, -2.957, -1.703], [1.633, -1.677, -0.970], [0.199, -1.207, -0.942], [-0.656, -1.964, -1.351], [-0.035, -0.092, -0.236], [1.077, 0.696, 0.111], [-1.315, 0.345, -0.467], [-1.691, -0.352, -0.742], [-1.682, 1.539, 0.213], [-2.323, 1.410, 1.498], [-1.722, 0.577, 2.533], [-2.358, 0.720, 3.835], [-1.769, 0.155, 4.742], [-0.476, 0.570, 5.462], [-0.678, 1.785, 5.676], [-0.081, 0.236, 6.282], [0.300, 0.703, 4.686], [-2.865, -0.293, 5.774], [-2.352, -0.896, 6.697], [-3.677, -0.650, 5.337], [-3.099, 0.752, 6.215], [-1.273, -1.132, 4.494], [-1.348, -0.232, 2.239], [-0.498, 1.617, 2.778], [-2.896, 2.293, 1.833], [-3.160, 0.597, 1.301], [-2.374, 2.233, -0.462], [-0.626, 2.293, 0.307], [2.225, -0.989, -0.782], [1.099, -3.350, -2.026], [2.604, -3.627, -1.068], [2.457, -1.418, -4.650], [0.999, -1.759, -3.867], [1.932, 0.952, -4.831]], "e_lumo_ha": -0.026, "molar_mass_g_mol": 288.388, "multiplicity": 1, "energy_ev": -26125.959, "total_charge": 0}

***

No. 7
{"formula": "C2H2O6Tl", "method": "ωB97M-V with the def2-TZVPD basis set", "elements": ["Tl", "O", "C", "O", "O", "H", "O", "C", "O", "O", "H"], "coordinates": [[-3.553, -14.876, -11.034], [-7.602, -13.531, -13.475], [-7.299, -13.389, -12.214], [-8.080, -12.737, -11.559], [-6.184, -13.702, -11.767], [-8.432, -13.070, -13.335], [-2.973, -14.389, -6.098], [-2.564, -15.182, -7.061], [-2.642, -14.793, -8.241], [-2.137, -16.334, -6.877], [-3.299, -13.657, -6.628]], "e_lumo_ha": -0.406, "molar_mass_g_mol": 326.415, "multiplicity": 1, "energy_ev": -19071.035, "total_charge": 1}